This record from OMol25 describes a structure of composition C28H22Cl2N8O2ReSe in a non-equilibrium geometry. The level of theory is ωB97M-V/def2-TZVPD.

Geometry as ORCA input:
```
! RIJCOSX wB97M-V def2-TZVPD def2/J DEFGRID3
* xyz 2 2
Re 0.19110 0.08260 0.57320
Cl -3.52780 5.66550 -1.07220
C -2.42770 4.36690 -1.12070
C -2.24870 3.57030 0.00230
C -1.34710 2.50890 -0.02050
N -1.00100 1.69920 1.03420
C -1.66870 1.71860 2.23630
O -2.63400 2.39110 2.51910
C -1.03560 0.77720 3.22690
C -1.43250 0.81980 4.55680
C -0.78890 0.00760 5.47950
C 0.25340 -0.79210 5.03660
C 0.56980 -0.79800 3.68690
N -0.07400 -0.05580 2.79090
C -0.62460 2.23460 -1.23570
C -0.80510 3.03900 -2.35450
C -1.69230 4.10610 -2.30480
Cl -1.85540 5.12640 -3.65380
N 0.31040 1.23670 -1.11970
C 1.54190 1.39510 -1.72480
O 1.75400 1.86750 -2.81400
C 2.62790 0.97220 -0.78190
C 3.95640 1.03690 -1.17230
C 4.93890 0.70520 -0.25270
C 4.54470 0.39500 1.04150
C 3.19690 0.36950 1.35850
N 2.23800 0.62470 0.46640
H -2.80010 3.78440 0.90560
H -2.22350 1.49810 4.84270
H -1.07620 0.01890 6.51960
H 0.81470 -1.40950 5.71880
H 1.35330 -1.43670 3.31020
H -0.23920 2.85870 -3.25640
H 4.18010 1.33490 -2.18680
H 5.97940 0.70160 -0.53690
H 5.27220 0.16430 1.80360
H 2.87570 0.14900 2.36670
C -3.93990 -2.69740 -1.44460
C -3.67790 -2.32180 0.02190
C -3.31580 -3.57360 0.84650
C -4.90020 -1.59760 0.61270
C -2.53960 -1.45420 0.12130
N -1.60570 -0.80160 0.30000
H -4.79200 -3.37180 -1.48640
H -3.08090 -3.19600 -1.88820
H -4.16980 -1.81520 -2.03610
H -4.18130 -4.22870 0.90090
H -3.01900 -3.30260 1.85910
H -2.49810 -4.12000 0.37490
H -5.74150 -2.28580 0.61760
H -5.16620 -0.73340 0.00860
H -4.71900 -1.26350 1.63180
Se 0.13860 -4.60970 2.13200
N 0.57270 -5.23060 0.57810
C 0.87490 -4.23640 -0.24840
C 1.26130 -4.32150 -1.59760
C 1.50050 -3.13570 -2.24930
C 1.34530 -1.90980 -1.58970
N 0.96820 -1.78490 -0.32470
C 0.74480 -2.93380 0.35290
N 0.36170 -2.94360 1.62450
H 1.35650 -5.28210 -2.07840
H 1.80150 -3.12330 -3.28520
H 1.53190 -0.99760 -2.14220
*
```

Summary:
* molecular weight: 838.61 g mol⁻¹
* <S²>: 0.808
* F_max: 0.05238 hartree/bohr
* total energy: -137917.3237 eV